No. 1
{
  "formula": "C63H56BrFGeIN2PPt",
  "method": "wB97M-V/def2-TZVPD",
  "orbital_gap_ev": [4.718, 4.726],
  "charge": 3,
  "max_force_ev_per_a": 2.48,
  "energy_ev": -219106.8382,
  "multiplicity": 2,
  "s2": 0.796,
  "symbols": ["Pt", "I", "C", "C", "C", "C", "C", "C", "C", "C", "C", "P", "C", "C", "C", "C", "C", "C", "C", "C", "C", "C", "C", "C", "C", "H", "H", "H", "H", "H", "H", "H", "H", "H", "H", "H", "H", "H", "H", "H", "H", "C", "C", "C", "C", "C", "C", "C", "C", "C", "C", "C", "C", "N", "C", "C", "C", "C", "C", "C", "F", "H", "H", "H", "H", "H", "H", "H", "H", "H", "H", "H", "H", "H", "H", "H", "H", "H", "H", "H", "H", "H", "Br", "C", "C", "C", "C", "C", "N", "H", "H", "H", "H", "C", "C", "C", "C", "C", "C", "Ge", "C", "C", "C", "C", "C", "C", "C", "C", "C", "C", "C", "C", "H", "H", "H", "H", "H", "H", "H", "H", "H", "H", "H", "H", "H", "H", "H"],
  "coordinates": [[0.21196, 1.32825, 0.23364], [-0.85656, -1.44471, -0.61951], [-1.59587, -3.34902, -1.18262], [-2.91959, -3.59555, -0.97922], [-3.45279, -4.83590, -1.39443], [-2.65074, -5.74090, -2.03025], [-1.27563, -5.46793, -2.25309], [-0.43830, -6.38420, -2.93007], [0.89185, -6.12394, -3.12509], [1.45760, -4.94937, -2.59964], [0.66830, -4.03170, -1.94258], [1.55054, -2.63961, -1.19041], [2.28771, -1.75098, -2.54923], [3.62184, -1.97253, -2.90918], [4.11967, -1.36585, -4.05001], [3.31069, -0.54042, -4.82234], [1.99389, -0.29320, -4.44145], [1.48316, -0.88877, -3.30410], [2.65129, -3.39717, -0.05224], [3.86992, -2.79719, 0.31692], [4.64504, -3.38587, 1.29282], [4.21614, -4.55737, 1.91743], [2.99460, -5.13850, 1.57565], [2.19781, -4.55412, 0.61394], [-0.71605, -4.25033, -1.78805], [-3.56919, -2.86264, -0.51138], [-4.49667, -5.05110, -1.21265], [-3.04845, -6.68688, -2.37692], [-0.87206, -7.30711, -3.29677], [1.51829, -6.82234, -3.66248], [2.52282, -4.78099, -2.71063], [4.25677, -2.63256, -2.33149], [5.14463, -1.55061, -4.34478], [3.70891, -0.08701, -5.72083], [1.36587, 0.35616, -5.03950], [0.45925, -0.68860, -3.01313], [4.21627, -1.90332, -0.18637], [5.59141, -2.93806, 1.56841], [4.83262, -5.01739, 2.68000], [2.66888, -6.04947, 2.06074], [1.24826, -5.00208, 0.35155], [-0.55624, -3.33029, 2.76816], [0.40701, -2.20636, 3.18074], [1.37650, -2.72621, 4.24998], [-0.38236, -1.00022, 3.68154], [-1.29807, -1.18412, 4.70611], [-2.09531, -0.14730, 5.15588], [-1.98776, 1.10245, 4.57174], [-1.08888, 1.35048, 3.54288], [-0.88572, 2.78393, 3.07202], [-2.20012, 3.52891, 2.82492], [-0.03777, 3.52507, 4.11438], [-0.25814, 0.29157, 3.11137], [0.75419, 0.52261, 2.13258], [2.05917, 0.40431, 2.50851], [2.43997, 0.53243, 3.87080], [3.76476, 0.55275, 4.24133], [4.77177, 0.46551, 3.28251], [4.43823, 0.31978, 1.93599], [3.11957, 0.26307, 1.58273], [2.81158, 0.03937, 0.28502], [-0.00014, -4.15169, 2.30963], [-1.30001, -2.97120, 2.05373], [-1.08569, -3.73071, 3.63222], [0.98731, -1.92087, 2.29848], [0.83743, -3.00139, 5.15814], [2.11880, -1.97423, 4.51408], [1.89885, -3.61262, 3.88222], [-1.39433, -2.16074, 5.16592], [-2.79615, -0.30896, 5.96444], [-2.59626, 1.91372, 4.94958], [-0.33688, 2.76723, 2.12476], [-2.78566, 3.62122, 3.74075], [-2.81123, 3.02510, 2.07338], [-1.98712, 4.53818, 2.47026], [-0.57156, 3.56022, 5.06584], [0.15771, 4.55040, 3.79430], [0.92109, 3.02700, 4.28601], [1.65552, 0.66530, 4.60456], [4.02312, 0.66088, 5.28688], [5.81179, 0.51063, 3.57740], [5.20413, 0.26265, 1.17200], [2.34682, 3.69834, 1.44669], [2.14785, 3.72958, -0.42607], [2.64915, 4.80544, -1.13102], [2.48875, 4.81927, -2.50799], [1.86721, 3.74408, -3.12457], [1.39760, 2.71145, -2.34519], [1.51427, 2.70476, -1.00383], [3.14918, 5.60827, -0.60910], [2.85108, 5.65817, -3.08833], [1.74886, 3.70830, -4.19923], [0.91576, 1.85459, -2.78902], [-2.65825, 6.70078, -0.49435], [-1.40103, 6.21700, -0.15967], [-1.15725, 4.84862, -0.19879], [-2.15218, 3.96969, -0.63281], [-3.41447, 4.45808, -0.95319], [-3.65936, 5.82596, -0.89731], [-1.70136, 2.09772, -1.03735], [-1.64637, 1.98416, -2.99599], [-1.87746, 0.78362, -3.67167], [-1.93837, 0.75795, -5.06014], [-1.74821, 1.92979, -5.78288], [-1.49994, 3.12629, -5.11856], [-1.43796, 3.15313, -3.73086], [-3.29860, 1.09232, -0.46580], [-4.42414, 0.99628, -1.28224], [-5.53716, 0.29011, -0.83535], [-5.53549, -0.29880, 0.42640], [-4.40818, -0.23191, 1.23389], [-3.28977, 0.47166, 0.79362], [-2.86773, 7.75936, -0.41198], [-0.61481, 6.89710, 0.14612], [-0.18590, 4.47178, 0.09802], [-4.21130, 3.78845, -1.25736], [-4.63904, 6.20469, -1.15851], [-2.04246, -0.13411, -3.11429], [-2.14492, -0.17113, -5.57782], [-1.79607, 1.91080, -6.86454], [-1.36322, 4.04147, -5.68152], [-1.24812, 4.09031, -3.21811], [-4.44574, 1.45687, -2.26324], [-6.40908, 0.21449, -1.47265], [-6.43075, -0.78780, 0.79036], [-4.39831, -0.70252, 2.21021], [-2.41075, 0.53849, 1.43163]],
  "mulliken_spin": [0.05, 0.02, 0.00, 0.00, 0.00, 0.00, 0.00, 0.00, 0.00, 0.00, 0.00, 0.00, 0.00, 0.00, 0.00, 0.00, 0.00, 0.01, 0.00, -0.01, 0.00, 0.00, 0.00, 0.00, 0.00, 0.00, 0.00, 0.00, 0.00, 0.00, 0.00, 0.00, 0.00, 0.00, 0.00, 0.00, 0.00, 0.00, 0.00, 0.00, 0.00, 0.00, 0.03, 0.00, 0.02, -0.02, 0.04, -0.02, 0.06, 0.01, 0.00, 0.01, -0.01, 0.49, 0.07, 0.14, -0.05, 0.17, -0.06, 0.10, 0.02, 0.00, 0.00, 0.00, 0.00, 0.00, 0.00, 0.00, 0.00, 0.00, 0.00, -0.02, 0.00, 0.00, 0.00, 0.00, 0.00, 0.00, 0.00, 0.00, 0.00, 0.00, 0.00, 0.00, 0.00, 0.00, 0.00, 0.01, -0.01, 0.00, 0.00, 0.00, -0.02, 0.00, 0.00, 0.00, 0.01, 0.00, 0.00, -0.06, 0.00, 0.00, 0.00, 0.00, 0.00, 0.00, 0.01, 0.00, 0.00, 0.00, 0.00, 0.00, 0.00, 0.00, -0.01, 0.00, 0.00, 0.00, 0.00, 0.00, 0.00, 0.00, 0.00, 0.00, 0.00, 0.00, 0.00]
}



No. 2
{
  "formula": "CF2O3S",
  "method": "wB97M-V/def2-TZVPD",
  "orbital_gap_ev": 11.965,
  "max_force_ev_per_a": 3.11,
  "energy_ev": -23449.1789,
  "multiplicity": 1,
  "symbols": ["C", "O", "O", "O", "F", "F", "S"],
  "coordinates": [[-1.03784, 1.41451, 0.10476], [-1.66944, 2.01199, 0.86103], [1.16459, -0.87923, 1.28183], [-0.33981, 0.79903, -0.56603], [1.56533, -0.37759, -1.20541], [-0.72265, -1.51781, -0.42831], [1.03982, -1.45091, -0.04787]],
  "lowdin_charge": [-0.40, 0.22, -0.37, 0.12, -0.32, -0.37, 1.12]
}



No. 3
{
  "formula": "C3H2Cl2O2",
  "method": "wB97M-V/def2-TZVPD",
  "orbital_gap_ev": 8.674,
  "max_force_ev_per_a": 5.20,
  "energy_ev": -32279.6477,
  "smiles": "O=C=COC(Cl)Cl",
  "multiplicity": 1,
  "symbols": ["O", "C", "C", "O", "C", "Cl", "Cl", "H", "H"],
  "coordinates": [[1.15441, 0.87645, 0.41826], [0.71168, 0.05732, -0.29433], [-0.25454, -0.63976, -0.80934], [-1.24240, -0.72020, 0.02776], [-1.19372, -0.40440, 1.32521], [-2.98340, 0.16815, 1.62549], [-0.65307, -1.70376, 2.29065], [-0.21554, -1.12032, -1.70771], [-0.41613, 0.49252, 1.45384]],
  "lowdin_charge": [0.16, -0.16, -0.16, -0.19, -1.11, 0.52, 0.71, 0.10, 0.11]
}



No. 4
{
  "formula": "C6H17N2",
  "method": "wB97M-V/def2-TZVPD",
  "orbital_gap_ev": 8.366,
  "charge": 1,
  "max_force_ev_per_a": 5.29,
  "energy_ev": -9468.8236,
  "smiles": "CC[C@H](C)NCC[NH3+]",
  "multiplicity": 1,
  "symbols": ["C", "C", "C", "C", "N", "C", "C", "N", "H", "H", "H", "H", "H", "H", "H", "H", "H", "H", "H", "H", "H", "H", "H", "H", "H"],
  "coordinates": [[-0.27774, -2.54411, -1.01375], [0.64285, -1.25390, -1.10362], [-0.00367, 0.16648, -1.18616], [0.26048, 0.89892, -2.59648], [0.51521, 0.91698, -0.11028], [-0.37005, 1.55911, 0.89083], [-0.93717, 0.48716, 1.92630], [0.09539, -0.06478, 2.78699], [-1.26690, -2.34417, -1.04852], [-0.07817, -3.09078, -0.04780], [0.08054, -3.25400, -1.76257], [1.45490, -1.11149, -0.21603], [1.44812, -1.23040, -1.88226], [-1.18042, 0.16170, -1.05589], [0.46981, 0.29808, -3.42122], [1.14530, 1.56809, -2.55364], [-0.58623, 1.65457, -2.67192], [1.37839, 1.55612, -0.27874], [-0.98334, 2.15357, 0.21429], [0.25856, 2.17365, 1.43812], [-1.49923, -0.37434, 1.33210], [-1.75642, 0.87783, 2.61877], [0.31995, 0.54155, 3.52525], [-0.20831, -0.95899, 3.33182], [0.84105, -0.46830, 2.23856]],
  "lowdin_charge": [-0.07, -0.20, -0.43, -0.03, -0.13, -0.15, -0.14, 0.17, 0.01, 0.08, 0.07, 0.12, 0.10, 0.16, 0.04, 0.07, 0.09, 0.17, 0.13, 0.09, 0.16, 0.15, 0.15, 0.23, 0.15]
}